Record 1
15
Properties=species:S:1:pos:R:3:forces:R:3 method="wB97M-V/def2-TZVPD" de_lowest_kcal_mol=50.63 spin_multiplicity=1 homo_ha=-0.548 charge=+1 smiles="[NH3+][C@](O)(C=O)CO" total_energy_ev=-10864.7054
N 0.594948 0.882451 -0.819095 -0.87 0.22 0.77
C 0.368168 -0.703939 -0.206669 -0.05 2.96 -1.80
O 1.598919 -1.225853 -0.136440 -0.52 0.05 1.12
C -0.560946 -1.248295 -1.323055 -1.00 2.10 1.98
O -0.356638 -2.274863 -1.848574 0.17 -1.08 -1.04
C -0.396114 -0.317757 1.134680 1.49 1.56 -2.33
O -1.235440 0.831174 0.946117 1.48 -0.24 -0.18
H 0.745594 0.945238 -1.816836 -0.87 0.02 -0.57
H -0.135941 1.526568 -0.382957 0.50 -0.98 -1.14
H 1.461484 1.251314 -0.501558 1.27 0.01 1.04
H 1.904823 -1.556885 -0.990226 -0.18 -0.45 -0.13
H -1.456495 -0.526276 -1.424911 0.70 -1.16 -0.49
H 0.426340 -0.103423 1.793831 -0.15 0.11 0.89
H -0.866795 -1.206490 1.281525 -1.82 -2.29 1.58
H -2.189352 0.778946 1.021791 -0.14 -0.84 0.29


Record 2
91
Properties=species:S:1:pos:R:3:forces:R:3 method="wB97M-V/def2-TZVPD" de_lowest_kcal_mol=8.26 spin_multiplicity=1 homo_ha=-0.378 charge=+1 total_energy_ev=-95813.4076
C 0.020157 2.089836 4.346347 -0.35 0.23 0.23
C -0.783487 2.354362 3.077248 -0.29 0.02 0.19
C -1.923756 1.300177 2.870734 1.08 0.73 0.01
C -1.666239 0.538515 1.554508 0.42 -0.70 0.20
C -0.348837 -0.242909 1.779885 -0.29 0.31 0.47
C -2.830126 -0.291441 0.930563 -0.26 1.22 -0.01
P -4.263567 0.932210 0.999665 -0.75 -0.70 0.19
O -5.486167 0.524951 0.260212 0.04 0.08 -0.16
C -2.715060 -0.574021 -0.634218 0.94 0.72 -0.53
C -2.986845 0.676455 -1.485987 -0.56 -0.78 -0.76
C -1.325171 -1.113333 -1.163179 -0.18 0.27 0.17
I -1.414748 -2.232185 -2.999231 -0.32 -1.00 0.51
C -0.181968 -0.046033 -1.321219 0.59 -1.12 -0.66
C 1.145819 -0.702932 -0.879061 0.16 0.13 -0.05
I 0.242416 0.560146 -3.384082 -0.03 1.20 0.18
N -3.806734 -1.591714 -0.734215 -2.56 -1.41 0.88
N -4.381458 -2.036895 -1.884572 2.13 1.61 -1.44
C -5.083142 -1.295624 -2.701644 -0.05 0.06 0.13
C -6.430577 -0.737889 -2.421999 -0.04 0.56 0.51
C -4.613829 -1.088704 -4.109394 -1.34 -1.31 -0.63
C -4.139854 -2.168070 0.374207 0.47 0.51 1.31
C -5.079574 -3.308094 0.506465 -0.30 -0.40 -0.55
C -6.497647 -3.182860 -0.068267 -0.09 -0.21 -0.26
C -3.383771 -1.607132 1.567710 0.22 0.18 -0.56
P -2.160202 -3.030168 1.947621 0.32 -0.86 -0.55
S -1.684742 -4.156134 0.434252 0.14 0.24 0.00
P -4.490331 -1.690012 3.159420 -0.49 -0.97 0.66
C -6.194172 -1.113737 2.755411 0.43 0.15 -0.09
O -3.983782 -0.549196 4.226430 -0.07 -0.08 -0.42
H -0.650253 2.242177 5.195187 0.02 -0.11 0.09
H 0.827504 2.805132 4.486103 0.18 -0.09 -0.15
H 0.393453 1.070906 4.424499 0.20 0.00 -0.15
H -1.249178 3.331589 3.208651 0.01 0.09 -0.15
H -0.157888 2.445737 2.189379 0.14 -0.12 0.01
H -1.832855 0.627348 3.718673 -0.52 -0.23 -0.04
H -2.842502 1.871637 2.952873 -0.24 -0.29 -0.14
H -1.415521 1.304786 0.818454 -0.32 0.04 -0.14
H -0.209500 -0.452190 2.840099 -0.14 -0.13 0.06
H 0.481171 0.402528 1.515052 0.14 -0.21 -0.11
H -0.293947 -1.191620 1.262260 0.23 0.15 -0.30
H -4.559416 1.033690 2.361576 0.25 0.22 -0.02
H -3.756440 2.190695 0.640687 0.19 -0.04 0.20
H -4.050102 0.830168 -1.667013 -0.07 0.32 0.42
H -2.574858 0.513004 -2.480490 0.22 0.07 0.02
H -2.506176 1.557402 -1.076944 -0.05 0.09 0.05
H -0.958466 -1.872750 -0.484162 -0.06 -0.07 0.00
H -0.362518 0.907390 -0.843216 -0.10 -0.06 0.16
H 1.072887 -1.790363 -0.857786 -0.14 -0.04 -0.04
H 1.955742 -0.469422 -1.556667 0.09 0.07 0.02
H 1.481983 -0.364584 0.091159 0.01 -0.04 -0.04
H -6.560092 -0.345312 -1.416301 0.09 -0.03 0.06
H -7.119251 -1.583627 -2.535201 0.07 -0.09 -0.05
H -6.726061 -0.004064 -3.165180 0.04 0.13 0.01
H -4.008334 -0.186036 -4.170401 0.28 -0.08 0.24
H -4.107807 -1.965147 -4.498261 0.50 0.15 0.09
H -5.475060 -0.927269 -4.759467 0.00 0.13 -0.02
H -4.597703 -4.136923 -0.022843 0.10 -0.01 -0.03
H -5.134035 -3.646461 1.540380 0.14 0.27 0.16
H -6.996153 -2.233056 0.097210 0.12 0.13 0.07
H -7.116663 -3.960780 0.374059 0.00 -0.02 0.09
H -6.485067 -3.378218 -1.136352 -0.02 0.08 -0.07
H -1.048972 -2.530433 2.636443 -0.34 0.21 0.30
H -2.851693 -3.799766 2.890310 -0.06 0.39 0.23
H -6.880220 -1.712983 3.349223 0.02 0.01 0.16
H -6.444768 -1.239206 1.710393 0.01 0.10 -0.08
H -6.307801 -0.058403 3.005186 -0.20 0.04 -0.04
H -4.604532 0.186995 4.272776 0.15 0.25 0.10
C 5.463459 1.517006 1.389673 -0.08 -0.02 0.05
C 4.770077 0.766794 0.278106 -0.05 -0.06 -0.03
O 3.686041 0.215859 0.447736 0.05 0.09 0.09
N 5.388286 0.718692 -0.920730 0.00 0.17 0.21
C 6.665658 1.303635 -1.306773 -0.36 -0.28 -0.32
H 4.846521 1.463339 2.281367 -0.05 -0.04 -0.03
H 6.433206 1.069313 1.607623 0.05 0.09 -0.03
H 5.599515 2.564776 1.120144 0.11 -0.01 0.01
H 4.875311 0.202276 -1.617620 0.05 -0.03 -0.03
H 6.503331 2.003278 -2.129366 0.11 0.09 0.06
H 7.338861 0.520270 -1.643069 0.15 0.09 0.06
H 7.125549 1.829899 -0.478385 -0.03 -0.03 0.05
C 10.932984 0.949393 -3.684205 -0.04 -0.05 0.00
C 10.322464 1.144044 -2.317397 0.00 -0.08 0.04
O 9.585018 0.309626 -1.813428 0.07 0.03 -0.04
N 10.622485 2.290479 -1.654165 0.01 -0.03 -0.18
C 11.471019 3.386074 -2.087522 -0.18 -0.03 0.34
H 10.600350 -0.005713 -4.077765 -0.04 -0.02 0.06
H 10.613915 1.739293 -4.365052 0.11 0.03 -0.02
H 12.021432 0.941875 -3.622016 0.01 0.08 -0.07
H 10.186598 2.356436 -0.748231 0.04 0.00 0.03
H 12.293146 3.516418 -1.382617 0.08 0.05 -0.10
H 10.893037 4.310906 -2.117027 0.08 0.05 -0.10
H 11.880222 3.195891 -3.073238 -0.01 -0.03 -0.01


Record 3
18
Properties=species:S:1:pos:R:3:forces:R:3 method="wB97M-V/def2-TZVPD" spin_multiplicity=3 homo_ha="-0.653 / -0.675" s_squared=2.003 charge=+2 total_energy_ev=-59386.9106
C -0.503795 0.821537 2.404711 0.12 -0.49 -0.24
C -0.605839 0.782286 0.871386 -0.21 0.05 -0.07
F -1.902467 0.362866 0.543922 0.31 -0.01 0.11
C 0.365518 -0.158395 0.151809 -0.07 0.16 0.15
P -0.136625 -0.443577 -1.587898 -0.04 -0.19 -0.14
C 1.060621 0.080577 -2.811009 0.04 0.05 0.17
O -0.566026 -1.944530 -1.773540 0.23 0.18 0.25
H -1.549750 0.780321 2.785097 -0.09 0.20 -0.02
H -0.117176 1.767331 2.773365 0.05 -0.02 0.16
H 0.166268 0.026522 2.783298 0.03 0.07 0.03
H -0.470039 1.795062 0.487258 -0.24 -0.01 -0.01
H 1.372689 0.264643 0.147283 0.04 -0.01 0.02
H 0.397932 -1.143288 0.622599 -0.03 -0.05 -0.03
H 0.580444 0.690973 -3.576254 -0.02 -0.04 -0.06
H 1.496922 -0.808779 -3.270288 0.03 0.02 -0.06
H 1.828767 0.670527 -2.309996 0.05 0.05 -0.07
H 0.126215 -2.615901 -1.906787 -0.20 -0.11 -0.20
Ni -1.543659 -0.928176 3.665044 -0.01 0.16 0.01


Record 4
21
Properties=species:S:1:pos:R:3:forces:R:3 method="wB97M-V/def2-TZVPD" de_lowest_kcal_mol=28.05 spin_multiplicity=1 homo_ha=-0.333 smiles=CS.O.O.O.O.O total_energy_ev=-22336.1546
C 3.343135 1.355316 -0.604584 -0.78 0.17 -0.48
S 1.668553 1.561752 -1.309137 0.11 -0.26 0.12
H 4.028453 1.234527 -1.416648 0.55 -0.04 -0.37
H 3.420799 0.510573 0.067462 -0.11 0.11 0.29
H 3.518499 2.314528 -0.139539 0.30 -0.01 0.42
H 1.612947 0.373329 -1.926379 -0.05 0.04 0.01
O -2.441277 3.237641 -5.759813 0.02 -0.02 0.21
H -2.867570 3.135431 -4.901765 -0.09 0.00 -0.10
H -1.506522 3.281511 -5.538117 0.07 0.02 -0.10
O -1.096092 -1.142120 -0.282944 0.08 0.04 0.04
H -0.883731 -1.434275 -1.174026 -0.09 -0.03 0.01
H -1.940828 -1.548893 -0.069611 0.00 -0.03 -0.06
O 2.067702 2.662526 6.503188 -0.06 0.05 0.06
H 1.666221 3.524583 6.357716 -0.02 -0.02 0.02
H 2.733783 2.585858 5.816624 0.08 -0.03 -0.07
O -6.215878 -2.754234 -1.771876 0.03 0.30 -0.53
H -6.638138 -2.465423 -0.962226 0.05 -0.23 0.23
H -5.761170 -3.582285 -1.613742 -0.07 -0.08 0.31
O 1.383701 -4.254583 2.924494 -0.66 -0.41 0.56
H 1.955380 -4.772583 3.495970 0.08 0.00 0.00
H 1.952031 -3.823179 2.304955 0.57 0.40 -0.56


Record 5
131
Properties=species:S:1:pos:R:3:forces:R:3 method="wB97M-V/def2-TZVPD" de_lowest_kcal_mol=0.00 spin_multiplicity=1 homo_ha=-0.099 charge=-1 total_energy_ev=-151316.5815
Be -1.661514 0.043591 0.630223 0.03 -0.24 -0.24
C -1.883344 3.903228 5.071437 -0.01 0.00 0.01
C -2.097357 4.731418 3.977313 0.01 -0.01 -0.01
C -2.551271 4.199225 2.781051 0.06 0.01 0.00
C -2.811130 2.832858 2.658505 -0.07 0.04 0.00
C -2.591274 2.010336 3.760853 -0.01 0.00 0.00
C -2.129259 2.543330 4.957403 0.01 0.00 0.00
P -3.273569 2.167120 1.013523 0.07 0.10 0.10
C -4.606039 3.316421 0.517354 -0.05 -0.08 -0.05
C -4.746718 3.569921 -0.845220 0.01 0.02 0.00
C -5.772287 4.381968 -1.311459 0.01 0.01 0.01
C -6.662168 4.955211 -0.415857 0.00 0.00 0.00
C -6.524424 4.716877 0.946164 0.00 0.00 0.02
C -5.502518 3.903076 1.410343 -0.02 0.00 -0.01
C -4.090132 0.595504 1.421069 0.08 -0.15 -0.04
C -5.426656 0.389920 1.749404 0.03 0.02 0.05
C -5.857335 -0.891831 2.052082 -0.04 0.01 0.00
C -4.953105 -1.947366 2.038160 0.01 -0.03 0.02
C -3.625518 -1.734976 1.695935 0.13 -0.02 0.01
C -3.153319 -0.462462 1.349576 -0.17 0.35 -0.02
H -1.524131 4.316339 6.005548 0.01 0.00 0.00
H -1.899939 5.793945 4.050837 0.00 0.00 0.00
H -2.700046 4.853264 1.929006 0.00 0.00 -0.01
H -2.780234 0.946399 3.686224 -0.01 0.00 0.00
H -1.961049 1.888091 5.803087 0.00 0.00 0.00
H -4.037683 3.133342 -1.539351 0.00 0.00 0.00
H -5.868898 4.572193 -2.372821 0.00 0.00 0.00
H -7.459764 5.593061 -0.775984 0.00 0.00 0.00
H -7.214918 5.167472 1.648495 0.00 0.00 0.00
H -5.393662 3.726511 2.473892 0.00 0.00 0.00
H -6.128509 1.216298 1.759149 0.02 0.01 0.02
H -6.897425 -1.070610 2.298024 0.00 0.00 0.01
H -5.292598 -2.947601 2.281609 0.00 0.00 0.00
H -2.946278 -2.580242 1.682343 -0.02 0.00 -0.03
C 1.481061 6.697238 -1.381673 -0.01 0.00 -0.05
C 0.170401 5.958046 -1.140519 -0.06 -0.06 0.01
C -0.743971 6.733690 -0.191938 0.00 0.02 -0.02
Sb 0.153557 3.849497 -0.487180 0.16 0.01 0.04
C 1.069027 4.070860 1.505437 0.00 0.04 -0.14
C 1.663997 2.745137 1.956925 -0.03 -0.06 0.03
C 2.076623 5.196498 1.703912 -0.01 0.02 0.00
C 1.739781 2.991954 -1.722020 -0.11 -0.48 0.64
C 1.233510 3.090008 -3.156019 0.03 0.21 -0.01
C 3.162065 3.510408 -1.566474 -0.01 0.13 -0.02
H 1.283171 7.736932 -1.674808 -0.01 0.00 0.00
H 2.056910 6.238210 -2.184850 0.00 0.00 0.00
H 2.113608 6.725673 -0.495488 0.01 0.00 0.00
H -0.345525 5.878344 -2.104313 -0.02 0.01 0.01
H -0.304274 6.818721 0.805736 -0.02 0.00 0.01
H -1.717788 6.247721 -0.083022 0.01 0.00 0.00
H -0.921587 7.753308 -0.554471 0.01 0.00 0.00
H 0.196809 4.270979 2.131850 -0.06 0.07 0.03
H 2.558931 2.508011 1.381659 0.03 0.02 0.02
H 0.965196 1.913694 1.834743 0.01 0.00 -0.02
H 1.953549 2.795574 3.013762 -0.02 0.00 0.00
H 2.928272 5.105042 1.026099 0.00 -0.03 0.01
H 2.469001 5.170422 2.728634 0.00 0.00 0.00
H 1.632764 6.180385 1.551365 0.02 0.01 -0.01
H 1.739082 1.900896 -1.437059 -0.10 1.73 -0.30
H 1.150706 4.134914 -3.481332 -0.04 -0.01 0.01
H 0.255480 2.616193 -3.272348 0.01 -0.01 -0.01
H 1.915264 2.588724 -3.842625 0.02 0.03 -0.01
H 3.256625 4.570796 -1.813008 0.02 -0.02 -0.02
H 3.828053 2.955639 -2.238756 0.00 -0.02 0.03
H 3.541402 3.365632 -0.553599 -0.01 -0.02 0.00
C -0.328808 0.187648 -0.267708 0.01 0.02 0.09
C 0.635864 0.094242 -1.029785 0.01 -0.40 0.07
C 1.713521 -0.012921 -1.911609 0.16 -0.67 -0.38
C 3.063917 -0.009985 -1.389702 0.00 -0.29 -0.03
C 3.310966 0.377705 -0.057694 -0.01 -0.03 0.06
C 4.577205 0.364444 0.496016 -0.01 0.00 0.01
C 5.679212 -0.046829 -0.245668 0.00 0.00 -0.04
C 5.460809 -0.464738 -1.554919 0.01 0.01 0.03
C 4.194516 -0.452956 -2.114343 -0.02 0.01 0.01
C 1.393625 -0.219231 -3.322374 -0.17 -0.12 0.07
C 2.220498 0.180389 -4.390298 0.06 -0.14 0.02
C 1.858684 -0.020188 -5.711951 0.00 -0.01 -0.01
C 0.649251 -0.619701 -6.041269 0.00 0.01 -0.01
C -0.196556 -1.002986 -5.006628 -0.01 0.01 0.01
C 0.164820 -0.809495 -3.685009 -0.01 0.04 -0.02
H 2.465249 0.671297 0.545996 -0.02 -0.05 0.02
H 4.704097 0.677081 1.527568 0.00 0.00 0.00
H 6.672910 -0.051841 0.184005 0.00 -0.01 0.00
H 6.293538 -0.820896 -2.152480 0.00 0.00 0.00
H 4.071350 -0.829663 -3.119628 0.01 -0.01 0.00
H 3.149215 0.692216 -4.176690 0.01 -0.01 -0.02
H 2.526499 0.315219 -6.498175 0.00 0.00 0.00
H 0.369868 -0.775791 -7.075792 0.00 0.00 0.00
H -1.152144 -1.464202 -5.232002 0.00 0.00 0.00
H -0.512929 -1.110151 -2.894330 0.00 0.00 -0.01
C 0.159699 -5.925992 3.188216 0.01 -0.01 0.00
C 1.200274 -5.931910 2.056728 -0.05 0.01 0.03
C 1.388993 -7.381006 1.581965 0.00 0.00 0.00
C 2.515360 -5.455007 2.689875 0.01 -0.01 0.00
Si 0.703950 -4.778167 0.595519 -0.02 0.06 -0.14
Br -0.091357 -2.901358 1.563937 0.06 -0.06 0.19
C 2.184557 -4.205254 -0.473636 0.06 -0.03 0.04
C 3.063845 -5.391450 -0.902969 0.00 0.00 -0.01
C 1.684916 -3.493196 -1.739144 -0.02 -0.02 0.00
C 3.064877 -3.188099 0.272524 0.03 0.00 0.01
C -0.782274 -5.443863 -0.436689 0.01 0.03 0.01
C -0.336062 -6.543690 -1.412855 0.00 0.00 -0.01
C -1.460757 -4.328436 -1.254271 -0.01 -0.01 -0.01
C -1.858551 -6.030117 0.488506 0.02 -0.01 0.01
H 0.500872 -6.605250 3.978211 0.00 0.00 0.00
H -0.825800 -6.259356 2.870654 0.00 0.00 0.00
H 0.052668 -4.932486 3.623159 0.00 0.00 0.00
H 1.779337 -7.983118 2.410424 0.00 0.00 0.00
H 2.095150 -7.464016 0.753650 0.00 0.00 0.00
H 0.447016 -7.833627 1.268957 0.00 0.00 -0.01
H 2.721565 -6.066428 3.575867 0.00 0.00 0.00
H 2.453379 -4.413646 3.011129 0.00 0.00 0.00
H 3.366642 -5.554457 2.017948 0.00 0.00 0.00
H 2.506579 -6.151132 -1.456289 0.00 0.00 0.00
H 3.550723 -5.879420 -0.056892 0.00 0.00 0.00
H 3.855292 -5.020033 -1.562436 0.00 0.00 0.00
H 1.168203 -4.167886 -2.422891 0.01 0.00 0.00
H 2.547256 -3.081736 -2.273351 0.00 0.03 0.00
H 1.031917 -2.650518 -1.505128 -0.01 0.00 0.00
H 3.554273 -3.605627 1.151315 -0.02 0.00 0.01
H 2.497053 -2.310329 0.577853 0.00 0.02 -0.02
H 3.847639 -2.834102 -0.405710 0.01 0.00 -0.01
H 0.371465 -6.167575 -2.152133 -0.01 0.00 0.00
H -1.210387 -6.915725 -1.959106 0.00 0.00 0.00
H 0.122513 -7.395956 -0.907970 0.00 0.00 0.00
H -0.866697 -4.015848 -2.109899 0.01 0.03 0.02
H -1.673728 -3.441007 -0.657672 -0.02 -0.01 0.01
H -2.414704 -4.708426 -1.636865 0.01 -0.01 -0.02
H -1.514686 -6.920036 1.016645 0.00 0.00 0.00
H -2.723884 -6.323984 -0.115437 0.00 0.01 0.00
H -2.199927 -5.300336 1.226226 -0.01 0.00 -0.01


Per-record max |F|, eV/A: 3.47 3.05 0.56 0.95 1.76